Computed, not measured: an isolated molecule of C3H2S3, with ωB97M-V/def2-TZVPD.

## Properties
* structure (SMILES): S=CC(=S)C=S
* total energy: -1309.99600 Eh
* frontier orbital gap: 6.712 eV

ORCA input file:
```
! wB97M-V def2-TZVPD RIJCOSX def2/J DEFGRID3
* xyz 0 1
S 2.053 -0.875 0.747
C 0.458 -0.806 0.930
C -0.424 0.192 0.277
S -1.699 0.786 1.111
C -0.195 0.683 -1.104
S 0.349 -0.239 -2.319
H -0.036 -1.447 1.649
H -0.506 1.706 -1.291
*
```